{"formula": "C25H63ClP2Si2Sn", "method": "wB97M-V/def2-TZVPD", "e_lumo_ev": [0.209, -0.170], "multiplicity": 1, "homo_ev": [-6.18, -5.27], "charge": 0, "homo_lumo_gap_ev": [6.384, 5.101], "species": ["Sn", "Cl", "P", "C", "C", "C", "C", "H", "C", "H", "H", "H", "H", "H", "H", "H", "C", "C", "H", "H", "H", "H", "H", "H", "C", "H", "C", "H", "H", "H", "H", "H", "H", "H", "H", "P", "C", "C", "C", "C", "H", "C", "H", "H", "H", "H", "H", "H", "H", "C", "C", "H", "H", "H", "H", "H", "H", "C", "H", "C", "H", "H", "H", "H", "H", "H", "C", "Si", "C", "C", "C", "Si", "C", "C", "C", "H", "H", "H", "H", "H", "H", "H", "H", "H", "H", "H", "H", "H", "H", "H", "H", "H", "H", "H"], "xyz": [[0.13, -1.21, -0.03], [-0.04, -0.05, -2.30], [-0.37, -3.40, -1.25], [0.76, -3.65, -2.71], [-0.04, -4.67, 0.09], [-2.06, -3.30, -2.00], [2.07, -2.84, -2.68], [0.14, -3.24, -3.53], [1.04, -5.13, -3.03], [1.63, -5.62, -2.26], [1.61, -5.16, -3.97], [0.13, -5.71, -3.19], [1.87, -1.77, -2.64], [2.63, -3.03, -3.60], [2.71, -3.12, -1.84], [-1.86, -2.62, -2.85], [-3.16, -2.62, -1.15], [-2.52, -4.65, -2.57], [-2.00, -4.89, -3.50], [-3.59, -4.60, -2.80], [-2.36, -5.49, -1.88], [-2.83, -1.69, -0.67], [-3.57, -3.30, -0.39], [-3.97, -2.35, -1.84], [1.39, -4.45, 0.61], [-0.12, -5.65, -0.41], [-1.08, -4.58, 1.22], [2.16, -4.83, -0.08], [1.52, -4.92, 1.59], [1.61, -3.38, 0.77], [-1.13, -3.59, 1.67], [-0.82, -5.29, 2.02], [-2.10, -4.83, 0.87], [1.85, -1.52, 0.01], [-1.03, 0.16, 0.27], [0.56, 3.55, -1.51], [-0.72, 4.08, -2.68], [0.54, 4.44, 0.10], [2.17, 3.36, -2.33], [-1.95, 3.20, -2.44], [-0.29, 3.80, -3.67], [-0.98, 5.59, -2.68], [-1.47, 5.93, -1.76], [-1.66, 5.83, -3.52], [-0.06, 6.17, -2.84], [-1.67, 2.14, -2.48], [-2.70, 3.39, -3.21], [-2.41, 3.40, -1.46], [1.89, 2.82, -3.26], [3.11, 2.41, -1.56], [2.80, 4.70, -2.73], [2.25, 5.17, -3.55], [3.82, 4.54, -3.08], [2.84, 5.42, -1.90], [2.66, 1.42, -1.42], [3.39, 2.80, -0.58], [4.02, 2.29, -2.16], [-0.81, 4.23, 0.80], [0.67, 5.49, -0.19], [1.67, 4.00, 1.03], [-1.64, 4.80, 0.35], [-0.73, 4.55, 1.85], [-1.09, 3.16, 0.82], [1.66, 2.91, 1.17], [1.51, 4.45, 2.02], [2.67, 4.30, 0.69], [1.09, -1.84, 3.87], [1.29, -0.19, 2.96], [1.49, 1.15, 4.26], [2.93, -0.19, 2.02], [-0.16, 0.28, 1.81], [-1.88, 0.30, 2.63], [-1.82, 1.51, 4.06], [-3.19, 0.96, 1.43], [-2.47, -1.36, 3.29], [0.68, -2.65, 3.25], [0.46, -1.73, 4.76], [2.09, -2.17, 4.22], [2.39, 0.95, 4.86], [1.64, 2.14, 3.80], [0.65, 1.24, 4.96], [3.01, -1.05, 1.34], [3.06, 0.72, 1.42], [3.78, -0.26, 2.72], [0.09, 1.31, 1.51], [-1.19, 2.38, 3.85], [-2.83, 1.90, 4.26], [-1.46, 1.05, 4.99], [-3.45, 0.23, 0.65], [-4.11, 1.18, 1.99], [-2.87, 1.88, 0.93], [-3.02, -1.93, 2.53], [-1.67, -1.99, 3.69], [-3.17, -1.17, 4.12]], "mulliken_charge": [0.423, -0.626, 0.150, 0.630, 0.440, 0.680, -1.280, 0.407, -1.491, 0.264, 0.472, 0.295, 0.168, 0.517, 0.203, 0.329, -1.390, -1.479, 0.292, 0.463, 0.284, -0.032, 0.302, 0.545, -1.188, 0.818, -1.430, 0.193, 0.435, 0.236, 0.104, 0.494, 0.327, -0.147, 0.169, 0.330, 0.251, 0.677, 0.549, -1.063, 0.462, -1.508, 0.237, 0.472, 0.291, 0.074, 0.467, 0.167, 0.243, -1.282, -1.476, 0.326, 0.441, 0.260, 0.096, 0.174, 0.513, -1.479, 0.721, -1.892, 0.271, 0.555, -0.093, 0.215, 0.560, 0.348, -1.064, 0.483, -1.055, -0.764, 0.881, 0.938, -1.323, -0.859, -1.105, 0.136, 0.373, 0.361, 0.373, 0.185, 0.305, 0.292, 0.092, 0.427, -1.758, 0.328, 0.385, 0.310, 0.206, 0.430, 0.065, 0.222, 0.268, 0.383]}

---

{"formula": "C25H64N10O20", "method": "wB97M-V/def2-TZVPD", "e_lumo_ev": -0.388, "e_above_lowest_kj_mol": 145.7, "multiplicity": 1, "homo_ev": -7.83, "charge": 0, "homo_lumo_gap_ev": 7.443, "species": ["C", "C", "N", "C", "C", "C", "C", "C", "O", "C", "H", "H", "H", "H", "H", "H", "H", "H", "H", "H", "H", "H", "H", "H", "H", "H", "H", "H", "H", "H", "C", "C", "N", "C", "C", "C", "C", "C", "O", "C", "H", "H", "H", "H", "H", "H", "H", "H", "H", "H", "H", "H", "H", "H", "H", "H", "H", "H", "H", "H", "C", "C", "O", "N", "H", "H", "C", "H", "H", "H", "H", "H", "H", "C", "C", "O", "N", "H", "H", "C", "H", "H", "H", "H", "H", "H", "C", "C", "O", "N", "H", "H", "C", "H", "H", "H", "H", "H", "H", "N", "O", "O", "O", "N", "O", "O", "O", "N", "O", "O", "O", "N", "O", "O", "O", "N", "O", "O", "O"], "xyz": [[2.42, 0.87, 4.18], [2.52, 2.12, 3.25], [3.78, 2.12, 2.39], [4.92, 1.91, 3.33], [3.84, 1.01, 1.40], [5.22, 0.97, 0.73], [3.91, 3.49, 1.79], [2.82, 3.94, 0.80], [3.09, 5.23, 0.29], [2.11, 5.53, -0.73], [2.45, -0.10, 3.69], [1.48, 0.95, 4.71], [3.15, 0.81, 4.99], [2.72, 3.01, 3.85], [1.65, 2.24, 2.60], [4.74, 2.54, 4.17], [5.81, 2.18, 2.80], [4.92, 0.89, 3.70], [3.04, 1.22, 0.69], [3.62, 0.12, 1.98], [5.99, 0.59, 1.38], [5.46, 1.85, 0.14], [5.11, 0.14, 0.08], [4.94, 3.58, 1.41], [3.94, 4.05, 2.72], [1.86, 3.97, 1.33], [2.77, 3.21, -0.04], [1.74, 6.52, -0.51], [1.24, 4.92, -0.64], [2.44, 5.31, -1.73], [-4.13, 3.28, -1.43], [-3.44, 2.08, -2.09], [-2.66, 2.56, -3.24], [-1.43, 3.17, -2.67], [-2.33, 1.31, -4.20], [-1.57, 0.31, -3.37], [-3.23, 3.59, -4.10], [-4.63, 3.31, -4.78], [-5.37, 4.53, -4.74], [-6.46, 4.60, -5.66], [-4.79, 3.55, -2.22], [-3.63, 4.16, -1.03], [-4.77, 2.93, -0.60], [-4.18, 1.36, -2.46], [-2.74, 1.60, -1.39], [-0.88, 2.47, -2.06], [-1.81, 3.97, -2.03], [-0.87, 3.66, -3.47], [-1.73, 1.81, -4.97], [-3.30, 0.98, -4.59], [-2.09, -0.21, -2.57], [-0.67, 0.74, -2.98], [-1.30, -0.49, -4.06], [-2.44, 3.74, -4.83], [-3.34, 4.60, -3.66], [-5.12, 2.44, -4.33], [-4.47, 3.10, -5.86], [-7.25, 3.88, -5.49], [-6.09, 4.43, -6.68], [-6.95, 5.55, -5.51], [-3.15, -6.42, 1.52], [-4.38, -6.14, 0.66], [-5.46, -6.67, 0.92], [-4.14, -5.28, -0.40], [-4.91, -5.11, -1.04], [-4.34, -3.98, 1.21], [-2.96, -4.47, -0.68], [-3.36, -7.29, 2.15], [-2.73, -5.58, 2.05], [-2.45, -6.68, 0.72], [-2.55, -4.72, -1.65], [-2.25, -4.50, 0.16], [-3.16, -3.42, -0.75], [0.09, -1.29, 2.05], [0.79, -1.58, 0.81], [1.89, -2.15, 0.86], [0.22, -1.29, -0.49], [-0.40, -0.39, -0.42], [0.97, -0.93, -1.17], [-0.49, -2.33, -1.22], [-0.72, -0.56, 1.98], [0.73, -1.07, 2.90], [-0.45, -2.24, 2.29], [0.15, -3.17, -1.44], [-0.73, -1.92, -2.17], [-1.40, -2.59, -0.70], [3.71, -3.27, 4.53], [4.26, -2.77, 3.30], [5.16, -2.03, 3.00], [3.57, -3.36, 2.10], [3.33, -4.30, 2.38], [2.77, -2.83, 1.62], [4.52, -3.62, 1.01], [3.10, -4.16, 4.43], [2.97, -2.46, 4.85], [4.37, -3.30, 5.40], [5.33, -4.18, 1.44], [4.71, -2.70, 0.48], [4.10, -4.37, 0.40], [3.01, -0.48, -2.49], [3.52, -0.15, -1.43], [3.61, -0.45, -3.54], [1.80, -0.89, -2.49], [-3.27, -2.85, 2.37], [-2.37, -3.66, 2.16], [-4.37, -3.01, 1.84], [-3.10, -1.89, 3.13], [1.20, -1.17, 6.08], [2.37, -1.36, 5.94], [0.36, -1.42, 5.23], [0.81, -0.70, 7.15], [-2.16, -3.10, -4.16], [-1.53, -3.91, -3.42], [-2.92, -2.23, -3.67], [-2.00, -3.16, -5.37], [-0.44, 1.84, 0.47], [-1.06, 1.05, -0.25], [0.58, 1.46, 1.01], [-0.79, 2.99, 0.56]], "mulliken_charge": [-1.198, -0.233, 0.453, -1.223, 1.525, -1.817, -0.970, -0.311, -0.479, -0.504, -0.066, 0.688, 0.429, 0.412, 0.067, 0.394, 0.527, 0.332, -0.088, -0.780, 0.411, 0.349, 0.540, 0.405, 0.572, 0.455, 0.370, 0.371, 0.009, 0.345, -1.537, 0.362, 0.481, -0.776, -0.829, -0.948, -0.890, -0.910, -0.335, -0.736, 0.525, 0.267, 0.432, 0.543, -0.291, -0.160, 0.472, 0.304, 0.351, 0.374, 0.329, 0.470, 0.654, 0.669, 0.516, 0.316, 0.578, 0.320, 0.319, 0.264, -0.713, 0.618, -0.650, -0.135, 0.183, 0.425, -1.211, 0.288, 0.185, 0.368, 0.396, 0.344, 0.605, 0.344, 0.245, -0.874, 1.370, -0.071, 0.526, -1.239, 0.377, -0.940, 0.221, 0.635, 0.162, 0.363, -1.106, 0.904, -0.530, -0.025, 0.406, 0.515, -1.160, 0.330, 0.289, 0.367, 0.479, 0.214, 0.459, 0.694, -0.507, -0.686, -0.679, 1.160, -0.612, -0.504, -0.630, 1.092, -0.733, -0.583, -0.742, 1.065, -0.650, -0.600, -0.700, 0.841, -1.001, -0.545, -0.763]}

---

no.,maximum force (eV/Å)
1,4.0
2,7.6